[1]
Density functional theory data (wB97M-V/def2-TZVPD) for 2 unconnected molecules or ions with the total composition C2H7OS at a distorted geometry.

Last column: Löwdin charge in e.
Atoms and positions in Å:
C (-0.93894, 0.46180, 1.65782)  -0.22
C (0.10783, 0.03271, 0.53678)  -0.75
S (-0.11817, -1.64957, -0.32821)  0.03
H (-0.54796, 1.00489, 2.40334)  -0.02
H (-1.54582, -0.36985, 2.12326)  0.05
H (-1.84149, 1.11986, 1.40583)  0.06
H (1.09256, 0.03561, 0.98246)  0.00
H (0.11522, 0.86752, -0.16288)  0.01
H (0.68645, -0.89855, -3.21359)  0.00
H (1.53421, -0.30328, -2.21203)  -0.02
O (1.45611, -0.30114, -3.19278)  -0.15

Calculated values
energy above the lowest of the compared OMol25 structures with the same formula, charge and spin: 74.0 kJ/mol
HOMO energy: -2.62 eV
charge: -1
multiplicity: 1
orbital gap: 7.0 eV


[2]
Density functional theory data (wB97M-V/def2-TZVPD) for 2 unconnected molecules or ions with the total composition C5H11O at a distorted geometry.

Last column: Löwdin charge in e.
Atoms and positions in Å:
C (-0.30665, 2.66179, 0.30555)  -0.44
O (-0.03085, 1.66581, 1.18430)  -0.42
H (-0.96606, 2.36329, -0.55259)  0.03
H (-0.85825, 3.51957, 0.74916)  0.03
H (0.60069, 3.06566, -0.21172)  0.04
C (-1.81470, -0.87956, -0.28414)  -0.14
C (-0.32835, -0.67846, -0.16529)  -0.20
C (0.53905, -1.62616, -0.51603)  -0.24
C (2.03965, -1.52941, -0.46307)  -0.14
H (-2.07069, -1.60906, -1.06479)  0.05
H (-2.21219, -1.25001, 0.66780)  0.06
H (-2.30139, 0.07428, -0.49264)  0.05
H (-0.06937, 0.32311, 0.46047)  0.06
H (0.13555, -2.57809, -0.89122)  0.07
H (2.33703, -0.48253, -0.39200)  0.07
H (2.45494, -2.09009, 0.38490)  0.05
H (2.49647, -1.96960, -1.35628)  0.05

Calculated values
energy above the lowest of the compared OMol25 structures with the same formula, charge and spin: 98.8 kJ/mol
HOMO energy: -2.56 eV
charge: -1
multiplicity: 1
orbital gap: 6.8 eV


[3]
Density functional theory data (wB97M-V/def2-TZVPD) for 2 unconnected molecules or ions with the total composition C7H17NO at a distorted geometry.

Last column: Löwdin charge in e.
Atoms and positions in Å:
C (-0.97946, 1.15868, 0.39661)  -0.15
C (-0.74639, 2.42249, -0.50105)  -0.04
C (-1.62149, -0.06673, -1.81327)  0.01
C (-0.98218, -1.21651, 1.83378)  0.02
C (-1.22646, -1.22408, 0.35920)  -0.37
O (-1.62744, -2.23961, -0.15145)  0.20
N (-1.47834, -0.00049, -0.40168)  0.07
H (0.07449, 1.15625, 0.72739)  0.14
H (-1.78555, 1.34988, 1.11590)  0.15
H (-1.45091, 2.41640, -1.27996)  0.05
H (0.30646, 2.38874, -0.78798)  0.08
H (-2.07857, 0.75250, -2.39860)  0.12
H (-1.64499, -0.55124, 2.37637)  0.10
H (-0.68866, 3.31089, 0.19524)  0.12
H (-0.62002, -0.12673, -2.28653)  0.16
H (-2.40282, -0.76595, -2.09324)  0.12
H (-1.03403, -2.21761, 2.23723)  0.10
H (0.07903, -0.99797, 2.08699)  0.11
C (3.79401, 0.98226, 0.52161)  -0.16
C (3.84783, -0.36677, -0.22077)  -0.17
H (3.65570, 0.68584, 1.57316)  0.06
H (4.72980, 1.50951, 0.36102)  0.07
H (2.89490, 1.58707, 0.31138)  0.04
H (3.72682, -1.23081, 0.43434)  0.06
H (4.83633, -0.63866, -0.61303)  0.07
H (3.22152, -0.34061, -1.07892)  0.04

Calculated values
energy above the lowest of the compared OMol25 structures with the same formula, charge and spin: 177.6 kJ/mol
HOMO energy (spin up / spin down): -14.39 / -14.39 eV
charge: +1
multiplicity: 2
orbital gap (spin up / spin down): 10.7 / 6.1 eV
⟨S²⟩: 0.77


[4]
Density functional theory data (wB97M-V/def2-TZVPD) for a single C24H29N3O2S3 molecule.

Last column: Löwdin charge in e.
Atoms and positions in Å:
C (-1.13108, 6.24738, 0.43275)  -0.11
C (-0.11224, 5.31903, -0.21662)  -0.33
C (0.77289, 4.67474, 0.83675)  -0.48
S (2.03463, 3.58440, 0.10468)  0.98
C (1.08939, 2.16192, -0.22584)  -0.67
N (1.77886, 1.14287, -0.73328)  0.03
C (1.14974, 0.00440, -0.96312)  -0.50
S (2.08672, -1.32904, -1.59157)  1.04
C (3.79814, -0.72449, -1.40700)  -0.33
C (4.15474, -0.80203, 0.07400)  -0.59
O (4.50932, -1.83628, 0.59713)  0.05
N (4.02470, 0.37388, 0.71957)  0.07
C (3.91362, 0.44021, 2.16531)  -0.11
C (2.45663, 0.53557, 2.54571)  -0.21
C (1.61638, -0.54650, 2.30746)  -0.03
C (0.26253, -0.45629, 2.57411)  -0.08
C (-0.26650, 0.71650, 3.08753)  -0.10
C (0.56441, 1.79583, 3.33124)  -0.09
C (1.91852, 1.70881, 3.05479)  -0.06
C (-0.22389, -0.12678, -0.69595)  -0.19
C (-1.14929, -1.20596, -0.80027)  -0.21
C (-2.38340, -0.86263, -0.35670)  -0.44
S (-2.50448, 0.79176, 0.19125)  1.12
C (-0.82744, 1.03330, -0.16636)  -0.52
N (-0.19553, 2.17143, 0.06513)  0.09
C (-3.54233, -1.80028, -0.35371)  -0.20
O (-3.13972, -3.12237, -0.60135)  -0.07
C (-2.19813, -3.29267, -1.66226)  -0.51
C (-2.73001, -2.73601, -2.98819)  0.00
C (-1.95394, -4.80788, -1.74445)  -0.18
C (-3.17899, -5.60135, -2.18244)  -0.09
C (-0.87354, -2.58375, -1.30569)  -0.08
H (-0.63124, 7.03928, 0.98651)  0.07
H (-1.76547, 5.69204, 1.11951)  0.07
H (-1.76184, 6.70308, -0.32602)  0.07
H (0.50789, 5.87940, -0.91958)  0.10
H (-0.63243, 4.53367, -0.76744)  0.09
H (1.33481, 5.42322, 1.39496)  0.08
H (0.18986, 4.05614, 1.51713)  0.06
H (3.85460, 0.28173, -1.81509)  0.08
H (4.40145, -1.42579, -1.98084)  0.08
H (3.59711, 1.14169, 0.21512)  0.09
H (4.46893, 1.30925, 2.52633)  0.12
H (4.36150, -0.47479, 2.56188)  0.13
H (2.03127, -1.46124, 1.90845)  0.12
H (-0.38221, -1.30160, 2.37977)  0.11
H (-1.32441, 0.78996, 3.29243)  0.10
H (0.15534, 2.71046, 3.73607)  0.10
H (2.56262, 2.55803, 3.23401)  0.11
H (-4.02703, -1.81707, 0.62793)  0.13
H (-4.29277, -1.46715, -1.09131)  0.13
H (-2.13462, -3.12260, -3.81058)  0.10
H (-3.76538, -3.03310, -3.13171)  0.09
H (-2.67214, -1.64977, -3.00348)  0.09
H (-1.65767, -5.14255, -0.74913)  0.12
H (-1.12334, -4.98984, -2.42833)  0.12
H (-4.02783, -5.34111, -1.55653)  0.08
H (-3.42947, -5.40095, -3.22065)  0.07
H (-2.98447, -6.66603, -2.07926)  0.07
H (-0.22524, -2.54315, -2.18206)  0.10
H (-0.34853, -3.14896, -0.53070)  0.13

Calculated values
HOMO energy: -8.11 eV
multiplicity: 1
SMILES: CCCSc1nc(SCC(=O)NCc2ccccc2)c2c3c(sc2n1)CO[C@](C)(CC)C3
orbital gap: 8.5 eV


[5]
Density functional theory data (wB97M-V/def2-TZVPD) for a molecular structure, C4H7N2 at a distorted geometry.

Last column: Löwdin charge in e.
Atoms and positions in Å:
C (-0.32251, 1.38602, -0.10986)  -0.11
C (-0.64118, 0.19945, -0.88814)  -0.15
C (0.26201, -1.04826, -0.31274)  -0.24
C (1.18513, 0.65619, -0.21853)  0.15
N (-1.09532, -1.07881, -0.16228)  0.14
N (1.07242, -0.46683, 0.81360)  0.08
H (-0.35865, 2.45621, -0.58427)  0.16
H (-0.81012, 1.42759, 0.93950)  0.14
H (-0.91924, 0.24257, -1.88955)  0.14
H (0.67546, -1.78490, -1.05479)  0.20
H (-1.40800, -0.83013, 0.75396)  0.12
H (0.39908, -0.21435, 1.46205)  0.11
H (1.96094, -0.94474, 1.25104)  0.25

Calculated values
energy above the lowest of the compared OMol25 structures with the same formula, charge and spin: 701.2 kJ/mol
HOMO energy: -14.66 eV
charge: +1
multiplicity: 1
orbital gap: 10.9 eV


[6]
Density functional theory data (wB97M-V/def2-TZVPD) for a molecular structure, C10H20Br10 at a distorted geometry.

Last column: Löwdin charge in e.
Atoms and positions in Å:
Br (-3.44398, -0.63857, -0.03605)  0.87
C (-3.59320, -1.56603, -1.80640)  -0.61
C (-4.84697, -2.45510, -1.94758)  -0.62
Br (-4.68485, -3.51883, -3.64139)  0.58
H (-2.65527, -2.07069, -2.03815)  -0.06
H (-3.70988, -0.73501, -2.50202)  0.06
H (-5.67276, -1.77224, -2.14726)  0.05
H (-5.11812, -3.06162, -1.08346)  0.06
Br (2.45226, 4.60879, 0.98891)  0.74
C (1.55625, 3.29148, -0.20327)  -0.66
C (0.39142, 4.03719, -0.88609)  -0.58
Br (-0.40895, 2.68735, -2.12456)  0.67
H (1.38630, 2.38684, 0.38055)  -0.15
H (2.31052, 3.09686, -0.96569)  0.06
H (0.82741, 4.76573, -1.56964)  0.05
H (-0.39101, 4.41135, -0.22586)  0.05
Br (2.80873, -3.88022, -3.55185)  0.50
C (2.40390, -4.27489, -1.57103)  -0.58
C (1.27294, -3.47119, -0.86394)  -0.75
Br (1.91287, -1.74134, -0.21987)  0.94
H (3.33655, -4.16009, -1.01868)  0.04
H (2.24639, -5.35342, -1.57885)  0.04
H (0.82846, -3.89236, 0.03781)  0.03
H (0.47018, -3.25409, -1.56859)  -0.10
Br (-0.25811, 3.79255, 3.02299)  0.63
C (1.57405, 2.93453, 3.01981)  -0.95
C (1.52565, 1.69564, 3.91303)  -0.78
Br (3.29788, 0.77150, 4.24100)  0.58
H (2.33946, 3.65657, 3.30425)  0.03
H (1.91303, 2.73085, 2.00408)  -0.15
H (0.78340, 0.94924, 3.63008)  -0.03
H (1.21029, 1.95632, 4.92332)  0.05
Br (0.73990, 1.43273, 1.69336)  0.94
C (0.33038, 0.28825, 0.08889)  -0.59
C (-0.93754, -0.61014, 0.33521)  -0.63
Br (-0.90545, -2.35155, -0.65069)  0.89
H (1.20276, -0.35345, -0.03470)  -0.30
H (0.29875, 0.81792, -0.86324)  -0.05
H (-1.93576, -0.21704, 0.14251)  -0.29
H (-0.85782, -0.93365, 1.37304)  0.05

Calculated values
energy above the lowest of the compared OMol25 structures with the same formula, charge and spin: 1448.2 kJ/mol
HOMO energy: -8.34 eV
multiplicity: 1
orbital gap: 8.3 eV


[7]
Density functional theory data (wB97M-V/def2-TZVPD) for 3 unconnected molecules or ions with the total composition C13H26BNO12S2 at a distorted geometry.

Last column: Löwdin charge in e.
Atoms and positions in Å:
C (1.12035, -2.61588, 1.89344)  -0.11
N (1.47467, -1.56967, 0.90114)  -0.19
C (2.86866, -1.62217, 0.44263)  -0.12
B (0.41131, -1.33403, -0.18838)  -0.36
O (0.39560, -1.97064, -1.50512)  0.06
C (-0.71834, -0.31570, 0.45228)  0.13
C (-2.06465, -0.72433, 1.00607)  0.03
C (-2.88400, -2.11498, 0.97986)  -0.11
O (-2.46739, -3.25168, 1.75916)  -0.18
O (-2.15197, -4.17582, 0.85660)  -0.08
C (-2.41072, 0.64126, 1.79938)  -0.22
O (-2.83899, 0.49825, 3.04220)  0.03
O (-1.76765, 1.91326, 1.43924)  0.03
C (-0.78695, 1.31280, 0.52924)  -0.21
O (-0.40638, 2.01984, -0.51554)  0.05
H (1.45976, -3.70882, 1.56836)  0.11
H (1.59169, -2.44461, 2.95849)  0.11
H (-0.02559, -2.67664, 2.07405)  0.08
H (3.20846, -2.72077, 0.13284)  0.11
H (3.03045, -0.84514, -0.42943)  0.11
H (3.60525, -1.30431, 1.30443)  0.10
H (0.16289, -2.95186, -1.32928)  0.15
H (-4.04346, -1.86741, 1.08999)  0.16
H (-2.80215, -2.43710, -0.17139)  0.16
H (-1.65690, -4.87875, 1.36142)  0.14
C (1.76839, -1.37342, -4.77422)  -0.08
C (1.73790, -2.12502, -6.09242)  -0.27
O (2.66505, -3.20330, -6.10107)  -0.27
S (2.31275, -4.53991, -5.23849)  0.62
C (3.59614, -5.58082, -5.89044)  -0.12
O (1.03268, -5.05693, -5.67370)  -0.29
O (2.60659, -4.28593, -3.84464)  -0.29
H (1.41857, -2.00366, -3.95115)  0.05
H (1.12571, -0.49023, -4.81461)  0.09
H (2.78944, -1.06260, -4.53108)  0.09
H (0.72777, -2.48441, -6.32050)  0.12
H (2.02749, -1.44475, -6.89735)  0.12
H (3.41164, -5.75321, -6.95161)  0.07
H (3.56832, -6.52526, -5.34687)  0.08
H (4.55959, -5.09182, -5.73520)  0.08
C (-1.79663, 3.86253, 3.46873)  -0.07
C (-2.83139, 4.82215, 4.02721)  -0.26
O (-2.22045, 5.93928, 4.66057)  -0.27
S (-1.54122, 7.08851, 3.72643)  0.62
C (-1.28034, 8.29814, 5.00093)  -0.13
O (-2.53635, 7.59499, 2.80530)  -0.29
O (-0.24649, 6.62133, 3.28026)  -0.29
H (-1.22727, 4.32350, 2.65611)  0.08
H (-2.27391, 2.96239, 3.07293)  0.05
H (-1.07853, 3.57599, 4.24365)  0.10
H (-3.52564, 5.15459, 3.24681)  0.12
H (-3.42352, 4.30534, 4.78669)  0.12
H (-2.24729, 8.63549, 5.37650)  0.07
H (-0.73654, 9.13431, 4.56126)  0.07
H (-0.68641, 7.84768, 5.79828)  0.07

Calculated values
HOMO energy: -9.24 eV
multiplicity: 1
SMILES: CN(C)B(O)C1=C(COO)C(=O)OC1=O.CCOS(C)(=O)=O.CCOS(C)(=O)=O
orbital gap: 7.9 eV


[8]
Density functional theory data (wB97M-V/def2-TZVPD) for a single C8H10BClO2 molecule at a distorted geometry.

Last column: Löwdin charge in e.
Atoms and positions in Å:
C (-0.07454, 0.91747, 2.14365)  -0.07
C (-0.71654, 0.35168, 0.86982)  -0.65
Cl (-1.99413, -0.80960, 1.34209)  0.73
B (-1.60583, 1.58552, 0.22976)  -0.74
O (-2.33951, 2.20483, 1.17006)  0.14
O (-1.61978, 2.08976, -1.02273)  0.23
C (0.26683, -0.48699, -0.08788)  -0.20
C (0.38203, -1.86495, 0.02132)  -0.11
C (1.14784, -2.61741, -0.80401)  -0.09
C (1.87952, -1.99575, -1.81189)  -0.08
C (1.81088, -0.61146, -1.86533)  -0.10
C (1.14087, 0.17974, -0.95390)  -0.04
H (0.22471, -0.05664, 2.52522)  0.08
H (0.66882, 1.56234, 1.65100)  0.11
H (-0.83722, 1.40830, 2.73460)  0.08
H (-2.97262, 2.94407, 0.90328)  0.16
H (-2.27761, 2.67594, -1.16699)  0.05
H (-0.29829, -2.39954, 0.71310)  0.08
H (1.08387, -3.65335, -0.59800)  0.10
H (2.52858, -2.63829, -2.38712)  0.10
H (2.57867, -0.01821, -2.44470)  0.12
H (1.02342, 1.23252, -1.16135)  0.11

Calculated values
energy above the lowest of the compared OMol25 structures with the same formula, charge and spin: 133.1 kJ/mol
HOMO energy: -9.09 eV
multiplicity: 1
SMILES: C[C@@](Cl)(B(O)O)c1ccccc1
orbital gap: 9.2 eV